Here is a 5-piece molecular cluster, C4H18NO5S overall at a distorted geometry from the Open Molecules 2025 dataset. Energies are from the ωB97M-V functional and the def2-TZVPD basis.

Properties
LUMO level (alpha / beta), hartree: 0.0070 / -0.1308
HOMO level (alpha / beta), Ha: -0.3578 / -0.3577
Gap between HOMO and LUMO (alpha / beta), eV: 9.9 / 6.2
Multiplicity: 2
Maximum force, eV/Å: 2.18

Each line ends with the Mulliken charge.
Atoms and positions in Å:
C -0.54 2.55 -0.15  -0.865
O -1.74 2.17 0.50  -0.587
C 0.14 1.34 -0.79  -0.152
C 1.01 0.56 0.17  0.084
C 1.93 -0.38 -0.55  -0.165
S 3.72 -0.10 -0.27  -0.220
N -0.87 0.38 -1.34  -0.556
H -0.85 3.20 -0.98  0.389
H 0.09 3.11 0.54  0.339
H 0.69 1.68 -1.67  0.505
H 1.49 1.03 1.03  0.808
H 0.23 -0.06 0.83  -0.494
H 1.68 -0.50 -1.61  -0.116
H 1.84 -1.45 -0.35  0.397
H 3.60 1.12 0.26  0.136
H -1.08 -0.27 -0.60  0.336
H -1.75 0.84 -1.53  0.266
H 1.45 -1.33 -3.41  0.310
H -0.04 -1.39 -2.64  0.342
O 0.69 -1.82 -3.09  -0.688
H -0.37 -3.11 1.42  0.325
H -0.24 -1.70 1.96  0.332
O 0.09 -2.61 2.10  -0.676
H -1.53 1.28 0.90  0.578
H -0.60 0.38 2.35  0.258
O -0.88 -0.11 1.55  -0.941
H -2.32 -0.94 1.62  0.413
H -2.75 -2.35 2.09  0.308
O -3.09 -1.55 1.68  -0.665

Here is C4H18Si5 as an isolated structure at a distorted geometry from the Open Molecules 2025 dataset. Energies are from the ωB97M-V functional and the def2-TZVPD basis.

Properties
LUMO level, hartree: 0.0203
HOMO level, Ha: -0.3559
Gap between HOMO and LUMO, eV: 10.2
Maximum force, eV/Å: 3.33

Each line ends with the Mulliken charge.
Atoms and positions in Å:
C -0.84 0.45 -0.30  -0.969
C 0.40 -0.20 -0.85  -0.890
C -2.00 -0.16 -0.05  0.552
C 1.68 0.08 -0.04  0.656
Si 1.30 0.55 1.75  0.611
Si -2.53 -1.84 -0.76  0.434
Si -3.51 0.95 0.54  0.277
Si 2.65 -1.52 0.13  0.269
Si 2.62 1.60 -0.94  0.348
H 2.41 0.08 2.53  -0.265
H -0.83 1.49 -0.05  0.355
H 0.04 -1.25 -1.06  0.083
H 0.56 0.31 -1.92  0.101
H 0.39 -0.36 2.50  -0.142
H 0.99 1.84 2.09  -0.210
H -2.53 -2.60 0.44  -0.120
H -1.95 -2.48 -1.90  -0.151
H -4.02 -1.57 -1.22  -0.130
H -4.28 0.57 1.85  -0.072
H -4.42 1.32 -0.71  -0.066
H -2.78 2.37 0.76  -0.126
H 3.52 -1.36 1.48  -0.088
H 3.26 -1.74 -1.27  -0.107
H 1.56 -2.70 0.24  -0.091
H 2.62 1.32 -2.41  -0.106
H 3.93 1.94 -0.11  -0.083
H 1.75 2.91 -0.72  -0.069

Here is a 6-piece molecular cluster, C4H19O6 overall at a distorted geometry from the Open Molecules 2025 dataset. Energies are from the ωB97M-V functional and the def2-TZVPD basis.

Properties
Relative energy (zero: lowest compared OMol25 entry of this formula, charge and spin), kcal per mole: 51.6
LUMO level, hartree: 0.0837
HOMO level, Ha: -0.1489
Gap between HOMO and LUMO, eV: 6.3
Total charge: -1
Maximum force, eV/Å: 1.97

Each line ends with the Mulliken charge.
Atoms and positions in Å:
O 0.73 -0.45 0.58  -0.261
H 0.18 -0.10 -0.20  0.320
H 1.34 0.25 0.88  0.493
H 0.23 -0.88 1.35  0.401
C -0.27 2.44 -2.43  -1.235
C -0.46 0.92 -2.44  0.612
C 0.80 0.15 -2.75  -1.374
O -0.98 0.44 -1.24  -0.970
H -1.25 2.92 -2.39  0.317
H 0.02 2.73 -3.45  0.382
H 0.39 2.78 -1.64  0.205
H -1.16 0.72 -3.27  0.210
H 0.58 -0.92 -2.72  0.302
H 1.53 0.26 -1.94  0.250
H 1.36 0.41 -3.66  0.408
C -0.82 -0.18 3.60  -0.789
O -0.89 -1.16 2.62  -0.920
H 0.20 -0.18 4.02  0.213
H -1.06 0.83 3.23  0.220
H -1.51 -0.38 4.44  0.235
O 2.60 1.41 1.06  -0.607
H 3.26 1.10 1.70  0.277
H 2.84 2.33 0.90  0.275
O -1.97 -2.25 -0.26  -0.703
H -2.63 -1.79 0.28  0.306
H -1.50 -1.54 -0.72  0.361
O -0.23 -3.56 1.47  -0.719
H -0.94 -3.41 0.83  0.366
H -0.37 -2.86 2.14  0.421